{"formula": "C29H21F2N4ORuSTe", "method": "wB97M-V/def2-TZVPD", "symbols": ["Ru", "N", "C", "C", "C", "C", "C", "C", "N", "C", "C", "C", "S", "C", "N", "H", "H", "H", "H", "H", "H", "H", "F", "C", "C", "C", "C", "C", "F", "C", "C", "C", "C", "C", "C", "N", "H", "H", "H", "H", "H", "H", "C", "C", "O", "H", "H", "H", "Te", "C", "C", "C", "C", "C", "C", "H", "H", "H", "H", "H"], "xyz": [[-0.16674, 0.80593, -0.67391], [-1.14680, 4.20576, 1.51247], [-1.09601, 3.45253, 2.67886], [-1.33931, 3.78433, 4.00595], [-1.17856, 2.77213, 4.92885], [-0.79009, 1.47898, 4.54276], [-0.55480, 1.15572, 3.22323], [-0.71567, 2.16892, 2.28015], [-0.55354, 2.16622, 0.89822], [-0.80902, 3.39769, 0.49205], [-0.65424, 3.74004, -0.91164], [-0.78455, 4.91948, -1.56647], [-0.38039, 4.70752, -3.21326], [-0.05577, 3.06340, -2.93763], [-0.24124, 2.68377, -1.70283], [-1.38898, 5.17948, 1.44201], [-1.63508, 4.78103, 4.30348], [-1.35235, 2.97904, 5.97575], [-0.67056, 0.71966, 5.30342], [-0.24893, 0.16118, 2.93448], [-1.08180, 5.87957, -1.17834], [0.29356, 2.39114, -3.70548], [4.87651, 1.96216, 0.69741], [3.85263, 1.10743, 0.79031], [2.70342, 1.36186, 0.06595], [1.63907, 0.48034, 0.17063], [1.73509, -0.65347, 0.99498], [2.92480, -0.85757, 1.68974], [3.04763, -1.92537, 2.49785], [3.99777, 0.00003, 1.60565], [0.51107, -1.43780, 1.13966], [0.33865, -2.59489, 1.89662], [-0.93356, -3.10938, 2.06670], [-2.01528, -2.45942, 1.49150], [-1.77182, -1.35230, 0.70501], [-0.53956, -0.87264, 0.50156], [2.66839, 2.21749, -0.59499], [4.90820, -0.18337, 2.15694], [1.19132, -3.05856, 2.36397], [-1.08148, -4.00117, 2.66106], [-3.02873, -2.80925, 1.62323], [-2.57488, -0.82963, 0.20446], [1.72286, -1.32658, -2.09638], [1.22822, 0.10260, -2.08346], [1.74645, 0.92641, -2.78646], [2.80215, -1.31264, -1.93998], [1.52549, -1.72555, -3.09223], [1.24358, -1.96509, -1.36082], [-1.50513, -0.16014, -2.75496], [-1.42545, -2.24993, -3.03768], [-1.19399, -2.66717, -4.34583], [-1.12255, -4.02129, -4.64353], [-1.26475, -4.96361, -3.63666], [-1.49256, -4.54858, -2.33145], [-1.58213, -3.19780, -2.03185], [-1.05849, -1.93709, -5.13379], [-0.94608, -4.33576, -5.66360], [-1.19907, -6.01847, -3.86727], [-1.60724, -5.28016, -1.54177], [-1.76968, -2.89715, -1.01257]], "forces_ev_per_angstrom": [[-1.1402, -0.7379, -0.2990], [-0.0145, 0.0284, 0.0051], [0.0029, -0.0161, -0.0160], [-0.0008, -0.0034, 0.0011], [-0.0024, 0.0013, 0.0029], [-0.0005, 0.0002, -0.0024], [-0.0008, 0.0071, 0.0117], [-0.0094, -0.0258, 0.0269], [0.1521, -0.0084, -0.0477], [0.0522, -0.0050, -0.0007], [0.0502, -0.0400, 0.0194], [-0.0302, 0.0183, -0.0238], [-0.0377, -0.0063, 0.0165], [-0.0549, 0.0053, 0.0051], [0.2915, 0.0762, 0.1309], [0.0101, -0.0002, 0.0026], [0.0004, 0.0006, -0.0023], [-0.0002, -0.0005, 0.0005], [-0.0005, -0.0001, 0.0015], [-0.0123, 0.0098, 0.0225], [0.0131, 0.0040, -0.0030], [0.0260, 0.0205, -0.0033], [0.0053, 0.0037, 0.0007], [-0.0088, 0.0004, -0.0167], [0.0367, -0.0389, 0.0214], [0.1374, 0.4727, 0.1256], [-0.0715, 0.0152, 0.0137], [0.0180, -0.0153, -0.0196], [0.0167, 0.0024, -0.0004], [0.0130, -0.0006, 0.0062], [0.0241, -0.0149, -0.0277], [-0.0071, 0.0312, 0.0409], [0.0063, -0.0009, 0.0122], [-0.0123, 0.0554, 0.0355], [0.0240, 0.0392, 0.1256], [0.1381, 0.0509, -0.0447], [0.0006, 0.0053, 0.0025], [-0.0033, -0.0063, 0.0021], [-0.0208, -0.0197, 0.0007], [0.0057, 0.0000, 0.0011], [-0.0034, -0.0046, 0.0120], [0.0030, -0.0007, -0.0532], [-0.0921, -0.0283, 0.0567], [0.3106, -0.0345, -0.3151], [-0.0461, -0.0266, 0.0266], [-0.0057, -0.0090, -0.0003], [-0.0047, 0.0108, -0.0285], [-0.0537, -0.0071, 0.0024], [0.1911, 0.2049, 0.2571], [0.0890, 0.0543, 0.0526], [0.0207, -0.0314, -0.0341], [0.0054, 0.0209, -0.0080], [-0.0049, 0.0021, 0.0250], [0.0041, -0.0289, -0.0300], [0.0115, 0.0202, 0.0227], [-0.0101, 0.0006, -0.0012], [0.0006, -0.0022, -0.0004], [-0.0032, -0.0010, 0.0000], [-0.0047, -0.0014, 0.0004], [-0.0036, -0.0460, -0.1123]], "mulliken_charge": [-0.85, -0.06, 0.12, -1.26, -0.45, -1.00, 0.30, 0.18, 0.28, 0.08, -0.45, -0.27, -0.11, -0.30, 0.56, 0.25, 0.42, 0.40, 0.47, 0.27, 0.42, 0.43, -0.34, -0.08, -0.35, 0.65, 0.43, 0.69, -0.32, -0.88, -0.63, -0.81, -0.73, -0.71, -1.16, 2.19, 0.56, 0.53, 0.68, 0.51, 0.54, 0.33, -1.23, 1.17, -0.62, 0.35, 0.44, 0.20, 0.30, -0.07, -0.46, -0.60, -0.52, -0.56, 0.11, 0.40, 0.39, 0.40, 0.42, 0.34], "e_tot_ev": -64562.895, "e_above_lowest_kcal_mol": 0.0, "e_homo_ev": [-10.38, -10.38], "molar_mass_g_mol": 740.247, "total_charge": 1}